Record 1
Computed, not measured: a structure of composition C5H11N, with ωB97M-V/def2-TZVPD.

Properties
- Relative energy (zero: lowest compared OMol25 entry of this formula, charge and spin): 4.4650 eV
- E_tot: -251.69845 hartree
- HOMO-LUMO gap: 9.59 eV
- E_HOMO: -8.4 eV
- M: 85.1 g/mol

ORCA input file:
```
! RIJCOSX wB97M-V def2-TZVPD def2/J DEFGRID3
* xyz 0 1
H -0.59 1.05 2.71
H 0.88 0.65 -0.69
H -1.77 0.85 -0.12
C -0.94 1.06 0.57
C -0.09 -1.07 -0.38
N 0.50 -0.21 -1.41
H -1.15 -1.26 -0.57
H 2.45 -0.86 -0.83
H 2.35 -0.01 -2.40
C 1.85 -0.71 -1.74
H -1.63 -0.27 2.16
C 0.27 0.16 0.39
H -0.67 2.11 0.47
H -2.27 1.38 2.26
H 0.46 -1.99 -0.18
C -1.39 0.79 2.01
H 1.73 -1.68 -2.25
*
```



Record 2
Computed, not measured: a cluster of 3 separate species, C10H23INO2 in total at a distorted geometry, with ωB97M-V/def2-TZVPD.

Properties
- Relative energy (zero: lowest compared OMol25 entry of this formula, charge and spin): 1.3758 eV
- E_tot: -897.75140 hartree
- HOMO-LUMO gap: 5.93 eV
- E_HOMO: -3.5 eV
- M: 316.2 g/mol

ORCA input file:
```
! RIJCOSX wB97M-V def2-TZVPD def2/J DEFGRID3
* xyz -1 1
H -0.05 -0.75 5.81
H 2.24 -0.59 1.08
H -0.14 -0.33 4.13
H 2.66 -1.26 -2.47
C 2.47 -0.70 0.02
H -2.03 -0.93 -0.01
H 3.17 0.11 -0.16
C 0.47 -1.86 -0.85
H -0.53 2.01 -2.76
H -1.32 2.62 -0.64
C 1.88 -0.50 -2.42
H 1.11 -2.66 -1.23
H 3.10 -1.57 -0.14
C -1.02 0.63 -1.17
H -0.88 -1.95 -2.65
H -2.78 -0.69 -1.52
H -1.49 -2.81 -1.21
H -1.85 1.43 0.75
C -1.77 1.69 -0.31
C -0.74 -0.42 5.03
N 0.36 0.61 -0.66
H -1.53 -1.18 4.97
C -1.79 -0.72 -1.06
H 0.20 -2.12 0.17
C 1.29 -0.54 -0.98
O -1.20 0.85 5.36
C -1.10 1.09 -2.63
H -2.14 1.35 -2.83
H -0.76 0.43 -3.43
H -0.39 1.35 5.40
H -2.82 1.61 -0.61
C -0.97 -1.92 -1.56
I 2.87 4.04 4.79
O 1.01 1.84 -0.66
H 1.16 -0.70 -3.21
H 1.00 2.05 0.27
H 2.29 0.49 -2.62
*
```



Record 3
Computed, not measured: a cluster of 2 separate species, CHF3N2 in total at a distorted geometry, with ωB97M-V/def2-TZVPD.

Properties
- Relative energy (zero: lowest compared OMol25 entry of this formula, charge and spin): 7.4492 eV
- E_tot: -447.58235 hartree
- HOMO-LUMO gap: 9.52 eV
- E_HOMO: -9.4 eV
- M: 98.0 g/mol

ORCA input file:
```
! RIJCOSX wB97M-V def2-TZVPD def2/J DEFGRID3
* xyz 0 1
N -1.49 -0.02 -0.10
F -1.43 0.85 -1.14
N 1.20 -0.21 0.77
F -1.52 0.83 0.99
H 2.21 -0.03 1.00
F 0.51 -0.93 -1.38
C 0.52 -0.49 -0.14
*
```



Record 4
Computed, not measured: a structure of composition H2InO9P2 at a distorted geometry, with ωB97M-V/def2-TZVPD.

Properties
- Relative energy (zero: lowest compared OMol25 entry of this formula, charge and spin): 6.0052 eV
- E_tot: -1550.99631 hartree
- HOMO-LUMO gap: 1.62 eV
- E_HOMO: 2.6 eV
- M: 322.8 g/mol

ORCA input file:
```
! RIJCOSX wB97M-V def2-TZVPD def2/J DEFGRID3
* xyz -3 1
P 0.99 5.73 -3.18
O 1.83 -5.39 3.28
O 2.09 6.86 -3.36
In 0.10 0.11 -0.50
P 1.68 -3.98 3.81
O -0.28 6.58 -3.47
O 0.33 -3.27 3.54
O 1.98 -3.85 5.33
H -4.32 -3.89 -0.68
O 0.94 5.41 -1.69
H -4.98 -2.84 -1.56
O 1.27 4.41 -3.89
O -4.35 -2.95 -0.84
O 2.72 -2.95 3.21
*
```



Record 5
Computed, not measured: an isolated molecule of C4H3F3 at a distorted geometry, with ωB97M-V/def2-TZVPD.

Properties
- Relative energy (zero: lowest compared OMol25 entry of this formula, charge and spin): 3.0912 eV
- E_tot: -453.65261 hartree
- HOMO-LUMO gap: 10.21 eV
- E_HOMO: -9.8 eV
- M: 108.1 g/mol

ORCA input file:
```
! RIJCOSX wB97M-V def2-TZVPD def2/J DEFGRID3
* xyz 0 1
F 2.37 1.22 0.35
C 0.18 -1.15 -0.12
F 0.14 -1.96 1.02
C 0.00 1.07 0.01
H -1.41 -0.03 0.84
C 1.23 0.63 0.26
F -0.51 2.37 -0.04
C -0.90 -0.12 -0.11
H -1.46 -0.24 -1.16
H 0.36 -1.78 -1.06
*
```



Record 6
Computed, not measured: an isolated molecule of C3H7N3OS, with ωB97M-V/def2-TZVPD.

Properties
- Relative energy (zero: lowest compared OMol25 entry of this formula, charge and spin): 1.1608 eV
- E_tot: -756.19165 hartree
- HOMO-LUMO gap: 8.89 eV
- SMILES: CN/C(=N/S)NC=O
- E_HOMO: -8.3 eV
- M: 133.2 g/mol

ORCA input file:
```
! RIJCOSX wB97M-V def2-TZVPD def2/J DEFGRID3
* xyz 0 1
H 0.72 -1.46 -2.37
H 1.71 2.34 1.25
H 1.69 1.43 -0.24
H 1.37 -1.01 -0.28
N -1.45 -0.53 1.12
S -2.40 -1.88 0.65
H 0.02 0.95 2.16
C -0.09 -1.04 -1.72
O -1.21 -0.80 -2.11
H 0.29 2.46 0.15
C -0.31 -0.27 0.66
N 0.37 -0.86 -0.45
H -2.28 -1.76 -0.69
N 0.50 0.65 1.31
C 1.06 1.77 0.57
*
```



Record 7
Computed, not measured: a cluster of 2 separate species, C4H6O2 in total at a distorted geometry, with ωB97M-V/def2-TZVPD.

Properties
- Relative energy (zero: lowest compared OMol25 entry of this formula, charge and spin): 5.2793 eV
- E_tot: -306.31229 hartree
- HOMO-LUMO gap: 7.95 eV
- E_HOMO: -9.7 eV
- M: 86.1 g/mol

ORCA input file:
```
! RIJCOSX wB97M-V def2-TZVPD def2/J DEFGRID3
* xyz 0 1
H -0.86 1.32 0.50
H -1.81 -0.89 0.22
C 1.26 0.61 -1.39
C -0.57 -0.45 1.72
H -1.26 0.06 2.42
C -0.36 0.35 0.53
O 0.09 -1.36 2.19
H -0.59 -0.16 -1.60
H 1.90 1.11 -0.64
C 0.10 -0.19 -0.78
O 1.49 0.78 -2.56
H 0.59 -1.17 -0.62
*
```



Record 8
Computed, not measured: a structure of composition C8H19BCaClCsMgN4O4 at a distorted geometry, with ωB97M-V/def2-TZVPD.

Properties
- E_tot: -2217.98455 hartree
- HOMO-LUMO gap: 2.03 eV
- E_HOMO: -11.9 eV
- M: 478.8 g/mol

ORCA input file:
```
! RIJCOSX wB97M-V def2-TZVPD def2/J DEFGRID3
* xyz 2 1
N 1.78 -1.72 -0.87
H -1.69 -0.75 1.32
H -2.71 -1.85 2.28
Cs 0.94 -3.64 -0.90
H 5.33 4.18 -1.85
O 0.04 -0.19 3.30
H -1.39 -2.71 6.23
C 1.48 -0.60 -0.85
H 1.62 2.71 -1.38
O -1.70 -3.21 5.46
C -0.06 -2.52 2.70
C -2.02 -1.00 2.33
N -1.99 2.79 -1.83
Ca 2.37 -1.91 -4.43
H 2.53 1.85 -0.10
O 4.64 3.50 -1.78
Mg -3.98 -1.80 -1.56
H -0.70 -3.41 2.66
B -1.60 1.39 -1.67
C -0.18 -0.25 -3.06
H 0.34 -2.32 1.69
Cl -4.11 1.12 0.65
N -0.11 -0.95 -3.97
H 0.79 -2.73 3.35
H 3.54 0.54 -1.81
O -2.53 0.52 -1.07
H -3.08 0.03 -1.72
H 3.44 2.03 -2.56
C -0.10 0.95 -2.17
N 2.92 1.27 -2.14
H -2.56 -0.14 2.72
C 2.06 1.75 -1.08
H 0.36 0.00 2.41
H -1.18 -1.53 4.23
H -1.79 3.10 -2.78
H 0.31 1.77 -2.76
C -0.83 -1.33 3.21
C 0.88 0.75 -0.96
H -1.44 3.40 -1.23
H 0.36 0.95 -0.01
*
```



Record 9
Computed, not measured: a cluster of 2 separate species, C7H20N4P in total at a distorted geometry, with ωB97M-V/def2-TZVPD.

Properties
- Relative energy (zero: lowest compared OMol25 entry of this formula, charge and spin): 1.8380 eV
- E_tot: -838.70483 hartree
- HOMO-LUMO gap: 7.75 eV
- E_HOMO: -12.6 eV
- M: 191.2 g/mol

ORCA input file:
```
! RIJCOSX wB97M-V def2-TZVPD def2/J DEFGRID3
* xyz 1 1
H -2.57 1.94 1.75
N 1.67 1.56 -0.31
H 1.58 3.57 -0.88
C -1.60 -3.00 -2.15
H -0.60 -1.74 2.27
H -1.38 3.32 2.20
H -1.19 -2.91 -3.10
H 1.23 -3.28 -1.60
H 0.77 -4.80 -1.18
H -0.97 2.36 -1.39
H 2.05 -0.91 2.64
H 3.14 2.90 -0.48
N -0.81 -3.38 -1.26
H 2.47 -0.09 1.14
H 1.77 -1.82 1.05
H -2.58 -2.45 -1.89
H -1.18 3.79 -0.54
H -0.44 -1.75 0.56
H 2.46 2.33 -1.94
H 0.44 -4.12 -2.88
H -1.56 -0.56 1.40
P 0.41 1.06 0.36
H -1.19 1.53 2.79
C 0.43 -3.93 -1.79
C 1.69 -0.83 1.53
C -1.31 2.79 -0.41
C -0.63 -1.10 1.42
N 0.39 -0.19 1.45
C -1.46 2.27 1.94
H -2.46 2.62 -0.48
N -0.79 2.11 0.76
C 2.24 2.70 -0.97
*
```



Record 10
Computed, not measured: a cluster of 12 separate species, C72H60N12O24 in total at a distorted geometry, with ωB97M-V/def2-TZVPD.

Properties
- Relative energy (zero: lowest compared OMol25 entry of this formula, charge and spin): 2.6489 eV
- E_tot: -5241.35068 hartree
- HOMO-LUMO gap: 8.54 eV
- SMILES: O=[N+]([O-])c1ccccc1.O=[N+]([O-])c1ccccc1.O=[N+]([O-])c1ccccc1.O=[N+]([O-])c1ccccc1.O=[N+]([O-])c1ccccc1.O=[N+]([O-])c1ccccc1.O=[N+]([O-])c1ccccc1.O=[N+]([O-])c1ccccc1.O=[N+]([O-])c1ccccc1.O=[N+]([O-])c1ccccc1.O=[N+]([O-])c1ccccc1.O=[N+]([O-])c1ccccc1
- E_HOMO: -9.4 eV
- M: 1477.3 g/mol

ORCA input file:
```
! RIJCOSX wB97M-V def2-TZVPD def2/J DEFGRID3
* xyz 0 1
C 22.49 13.17 16.13
H 9.71 8.46 13.46
N 25.44 11.26 14.93
H 14.65 7.56 12.22
C 13.50 16.42 21.89
O 24.92 10.86 13.91
H 18.63 6.68 13.45
O 21.85 8.96 14.36
O 22.92 16.94 17.67
C 20.25 11.58 10.42
C 10.17 7.04 14.96
O 18.29 7.02 11.21
N 17.15 7.44 11.41
O 18.49 13.17 18.85
O 11.85 11.35 14.88
H 12.73 9.63 16.27
H 13.01 9.07 11.23
C 21.45 11.81 11.06
C 17.38 12.21 16.18
N 16.55 13.07 11.35
H 14.72 16.79 20.17
C 15.33 7.20 12.99
C 19.18 11.62 14.71
O 15.43 12.19 20.81
C 19.64 12.78 20.85
C 13.74 9.86 11.24
C 17.62 6.77 13.67
H 13.08 17.48 22.05
C 18.57 11.97 21.29
C 15.12 8.08 19.35
O 10.75 10.58 13.18
C 14.46 13.94 21.97
C 18.56 10.47 14.30
H 21.04 15.33 12.75
H 10.88 5.75 16.48
H 18.63 15.78 13.91
C 17.20 6.39 14.94
H 17.68 11.99 20.70
H 22.93 15.60 14.05
C 13.97 15.47 13.41
C 17.26 10.18 14.79
C 20.32 9.37 17.49
N 16.37 8.24 18.62
C 14.64 9.23 19.95
O 15.58 17.06 17.68
H 21.95 12.17 23.26
N 21.14 8.59 15.25
H 13.94 13.31 13.87
N 15.72 15.99 17.15
H 13.41 15.36 12.47
C 16.73 11.04 15.70
H 13.59 9.95 13.27
C 21.00 12.23 22.73
C 15.16 15.76 15.84
C 14.33 10.37 10.05
C 22.97 13.65 17.35
C 23.03 9.85 18.13
H 19.52 12.41 10.26
H 14.16 9.84 9.12
H 14.83 13.55 16.02
H 24.58 13.66 18.72
C 18.65 12.45 15.70
H 19.81 10.18 19.40
H 22.62 8.68 11.47
C 23.29 12.43 15.29
C 22.04 9.52 11.18
C 14.82 14.72 20.91
C 21.98 15.79 14.49
C 20.82 15.56 13.78
C 14.10 10.41 12.46
H 16.91 12.81 16.93
C 22.73 9.36 16.90
N 15.05 12.61 21.89
O 16.91 7.20 18.32
H 23.15 11.10 12.09
H 13.00 9.87 21.13
O 26.49 10.96 15.41
N 11.30 10.45 14.28
O 16.93 13.44 12.46
H 12.60 7.53 17.41
O 20.25 14.40 19.39
C 21.93 10.21 18.99
O 15.13 11.98 22.95
H 13.34 13.53 23.72
C 16.68 7.12 12.75
H 14.19 17.60 13.12
C 20.62 9.99 18.67
C 25.11 12.62 16.93
C 15.54 11.95 11.35
H 23.47 8.96 16.22
H 12.90 5.75 20.43
C 13.48 9.05 20.67
C 20.86 12.91 21.52
H 26.11 12.48 17.30
O 16.24 15.04 17.68
C 15.82 6.47 15.19
C 20.91 9.23 10.42
C 21.89 16.28 15.76
H 20.57 8.26 10.13
H 22.92 12.07 14.37
O 22.68 13.34 12.17
H 15.15 10.12 19.83
C 13.08 15.51 22.85
C 14.61 6.81 19.51
H 20.11 11.86 14.23
C 14.28 16.73 13.83
H 17.78 6.03 15.76
N 21.77 13.18 11.39
C 19.58 15.89 14.34
H 18.98 9.72 13.65
H 9.47 6.33 14.55
O 15.06 11.44 17.21
H 19.19 13.30 16.05
H 24.06 10.02 18.42
H 20.17 10.76 23.96
H 15.37 17.81 15.43
O 16.90 13.50 10.26
O 24.17 16.79 15.90
H 21.60 13.61 21.14
N 19.46 13.49 19.58
C 10.32 8.22 14.35
C 13.55 14.24 22.93
C 14.88 6.82 14.25
O 14.90 9.65 16.05
C 11.97 8.91 15.99
H 15.39 11.83 13.47
H 15.23 6.05 19.07
H 11.93 7.72 21.31
C 18.76 11.25 22.48
O 16.78 9.37 18.45
H 15.64 11.69 9.11
H 15.43 6.39 16.18
N 23.08 16.68 16.49
C 21.37 9.07 16.59
H 13.86 6.93 14.52
C 10.96 6.72 16.05
C 20.02 10.23 10.10
C 14.35 16.04 20.89
C 19.91 11.41 23.16
O 20.13 7.87 15.05
H 19.30 9.13 17.24
H 15.55 14.35 20.19
C 12.85 7.84 20.80
H 12.49 15.93 23.68
C 11.88 7.68 16.60
C 11.18 9.18 14.88
C 24.26 13.36 17.75
C 24.63 12.13 15.73
C 15.17 11.41 10.07
H 21.46 13.36 15.84
H 18.03 10.57 22.93
O 16.42 8.06 10.71
C 19.50 16.33 15.70
C 22.35 10.84 11.45
H 22.06 10.70 19.97
O 21.04 14.01 10.91
N 15.48 10.68 16.37
C 13.39 6.70 20.20
H 16.74 9.29 14.48
C 20.67 16.53 16.42
H 22.32 14.28 17.95
C 14.82 14.45 15.43
C 15.08 11.42 12.52
C 14.25 14.33 14.20
H 20.69 16.88 17.47
H 18.60 16.65 16.20
C 15.00 16.88 15.04
H 19.09 10.01 9.56
*
```



Record 11
Computed, not measured: an isolated molecule of C6H13N at a distorted geometry, with ωB97M-V/def2-TZVPD.

Properties
- Relative energy (zero: lowest compared OMol25 entry of this formula, charge and spin): 2.3291 eV
- E_tot: -291.07316 hartree
- HOMO-LUMO gap: 8.80 eV
- SMILES: CCC/C(C)=C/N
- E_HOMO: -7.8 eV
- M: 99.2 g/mol

ORCA input file:
```
! RIJCOSX wB97M-V def2-TZVPD def2/J DEFGRID3
* xyz 0 1
C -2.04 -1.22 0.80
H -2.42 -2.17 0.64
H -2.39 -0.56 -0.08
C -0.10 0.31 1.24
C -0.11 1.07 -1.25
H 0.70 0.25 1.98
H 1.51 1.15 -2.49
H -0.93 0.84 1.30
H -0.23 -1.70 2.13
H 0.16 0.98 -3.28
N 0.57 1.46 -2.41
H 2.01 -0.51 -0.51
H 2.55 0.41 1.02
H -2.63 -0.67 1.61
H -1.25 0.89 -1.33
H 2.72 1.03 -0.69
C 0.54 0.75 -0.11
C 2.04 0.42 0.02
C -0.56 -1.17 1.13
H -0.13 -1.57 0.27
*
```



Record 12
Computed, not measured: a cluster of 26 separate species, C6H66NO27 in total at a distorted geometry, with ωB97M-V/def2-TZVPD.

Properties
- Relative energy (zero: lowest compared OMol25 entry of this formula, charge and spin): 0.0000 eV
- E_tot: -2353.90788 hartree
- HOMO-LUMO gap: 9.49 eV
- E_HOMO: -12.1 eV
- M: 584.6 g/mol

ORCA input file:
```
! RIJCOSX wB97M-V def2-TZVPD def2/J DEFGRID3
* xyz 1 1
H -2.36 -0.88 6.48
H 4.11 2.11 -2.84
H -1.86 0.29 -1.20
H 3.76 -3.19 -1.94
O -3.82 1.76 -0.09
H -2.30 1.40 -4.45
H -0.23 4.15 0.86
H -5.18 -0.77 2.83
H 2.09 -2.76 0.00
C 1.75 -0.35 -2.92
H -2.90 2.64 4.54
H -0.33 -3.23 0.64
O -2.24 0.34 -4.10
O -3.31 -0.74 6.48
H -0.84 4.33 4.09
N -0.22 -1.00 -1.54
H -2.12 -1.31 -1.03
H -2.60 2.71 -1.08
H 6.02 0.17 1.43
H -3.21 0.04 5.92
H -2.97 0.77 3.41
H -4.26 -1.53 1.70
H 1.11 -1.20 3.15
O -1.69 2.71 -5.18
H 3.98 4.94 -1.17
O 1.46 -0.69 2.34
H -0.84 2.29 -5.29
H -0.10 -4.05 -3.32
O -1.78 4.06 3.66
O -0.77 3.44 0.90
C -1.43 -0.58 -0.72
H -1.13 -1.86 -6.66
O -0.37 -1.12 6.49
H -1.51 -0.27 3.15
H -0.55 -1.54 -2.25
C 0.53 0.11 -2.13
H 5.27 -0.18 0.18
C 3.57 1.22 -2.48
H 0.73 2.79 2.14
H 6.80 -1.46 -0.75
C -2.15 0.54 2.69
O 3.61 2.33 1.39
H -1.69 1.53 2.59
H -3.17 -2.36 4.24
O -2.29 0.05 1.41
H 3.06 4.00 -2.10
O 1.26 -2.55 0.29
H -2.04 3.58 -2.12
H 0.54 1.58 -7.01
O -4.90 -0.82 1.84
O 1.33 2.21 2.63
C -1.09 -0.37 0.74
H -1.34 3.52 -4.86
H 0.89 0.78 -1.42
O 3.53 4.15 -1.17
H -1.06 3.31 -0.05
O 5.17 0.21 1.06
H -4.53 1.19 -0.41
H 4.37 0.43 -2.40
H -0.15 0.39 0.64
H 6.04 -1.93 -2.05
O 3.61 -3.16 -2.90
H -0.52 -4.58 1.19
O 0.12 -2.40 3.92
H 3.28 1.50 -1.54
H 2.09 2.33 2.06
H 1.40 -2.04 1.13
O 0.71 1.45 -5.91
O -3.41 -3.97 -0.80
H -2.39 -3.86 -0.50
H 0.78 -3.13 3.97
H 0.32 -1.45 -1.07
H 0.03 -2.05 -6.18
H 4.20 1.47 1.21
H -3.91 -4.46 -0.15
H 1.50 -0.94 -3.88
H 2.26 -0.93 -2.31
H -1.59 0.02 -4.69
H 0.54 -0.78 6.78
H 3.93 3.06 0.59
H 4.18 -2.79 -3.54
H -3.80 3.05 5.77
O -3.47 2.24 5.30
O 5.99 -1.54 -1.13
O -2.48 -2.97 3.99
H -3.37 1.28 0.65
H -3.03 -3.75 3.75
O -1.02 -3.85 0.82
H -0.21 -1.56 5.53
H 1.64 1.53 -5.73
H -0.91 -2.56 3.77
O -1.82 2.77 -1.54
O 2.51 0.77 -3.26
H -0.69 -1.35 0.96
O -0.51 -1.47 -5.91
O -0.58 -3.26 -3.47
H 1.30 0.37 2.52
H -0.19 0.87 -2.73
H -1.69 3.91 2.70
H -0.42 -3.14 -4.49
*
```



Record 13
Computed, not measured: a cluster of 2 separate species, C4H12 in total at a distorted geometry, with ωB97M-V/def2-TZVPD.

Properties
- Relative energy (zero: lowest compared OMol25 entry of this formula, charge and spin): 0.7530 eV
- E_tot: -159.55730 hartree
- HOMO-LUMO gap: 12.34 eV
- SMILES: CC.CC
- E_HOMO: -11.2 eV
- M: 60.1 g/mol

ORCA input file:
```
! RIJCOSX wB97M-V def2-TZVPD def2/J DEFGRID3
* xyz 0 1
H -0.08 2.17 -3.08
C 0.33 1.78 -2.17
H 0.06 -1.62 3.23
H 0.59 2.57 -1.45
C 0.52 -1.43 2.25
H 1.35 1.40 -2.33
H -0.86 0.14 1.60
H 1.43 -0.86 2.37
H 0.82 -2.46 1.98
H -0.31 0.82 -0.39
H -0.31 -0.88 0.22
C -0.40 0.61 -1.44
H 0.18 -0.27 -1.74
C -0.53 -0.85 1.30
H -1.36 -1.56 1.40
H -1.44 0.43 -1.73
*
```